Entry 1:
58
Properties=species:S:1:pos:R:3:forces:R:3 method="wB97M-V/def2-TZVPD" s_squared=0.755 orbital_gap_ev="9.7237 / 3.1035" total_charge=+1 spin_multiplicity=2 lumo_ev="-3.23 / -9.84" e_tot_ha=-11923.10398
Br -2.80219 -1.87874 -0.40461 0.26 -0.21 -0.72
C -2.36706 -1.62428 -2.33746 0.92 1.04 -1.18
C -1.34516 -2.61885 -2.88623 -0.59 -1.19 0.11
Br -1.00088 -2.62363 -4.89269 -0.47 0.56 1.74
H -1.99656 -0.60026 -2.38462 -0.20 -0.02 0.18
H -3.26457 -1.72055 -2.94844 -0.33 0.01 0.61
H -1.87793 -3.55954 -2.74705 0.68 -0.37 -0.14
H -0.38779 -2.62270 -2.36515 -0.10 0.17 -0.25
Br -2.35463 -3.05194 3.63733 -0.09 0.87 -0.43
C -3.19286 -1.30918 3.24655 -0.79 0.02 -0.28
C -2.34007 -0.13538 2.89313 1.42 0.30 0.54
Br -3.46568 1.42700 2.78000 -0.14 -0.13 -0.28
H -3.84914 -1.06353 4.08146 0.21 -0.33 0.50
H -3.92068 -1.51579 2.46189 0.07 -0.35 -0.32
H -1.71053 -0.23364 2.00876 -0.47 -0.14 -0.22
H -1.62673 0.13358 3.67216 -0.12 -0.28 0.19
C 0.13204 0.90669 -0.43211 -0.80 0.40 -0.52
N 0.58203 -0.27232 0.30688 2.10 -3.36 -0.73
O 0.89589 -1.29755 -0.40716 -1.24 3.28 2.43
O 0.71337 -0.23992 1.54616 -0.56 0.02 -2.20
H -0.49117 1.50625 0.23139 0.27 0.10 -0.21
H -0.40125 0.58732 -1.32748 -0.28 -0.29 0.43
H 0.94798 1.44181 -0.91788 0.47 -0.02 0.77
C -3.94075 2.23634 -3.34016 -0.71 -0.87 -0.73
N -3.04713 2.83882 -2.37654 0.49 2.57 -1.16
O -2.51193 2.07004 -1.62714 0.63 -0.47 1.40
O -2.83291 4.04517 -2.47776 -0.23 -1.24 0.66
H -3.44350 1.28267 -3.51726 -0.52 -0.02 -0.46
H -4.06600 2.84498 -4.23570 0.20 -0.01 0.29
H -4.90741 2.07504 -2.86303 0.08 -0.02 0.01
C 0.83880 2.89987 -5.25081 -0.38 -0.09 0.56
N 0.66741 2.46240 -3.80508 -0.72 0.20 -0.62
O 0.12222 3.19307 -3.01188 -0.14 0.85 -0.10
O 1.04963 1.36314 -3.51809 0.67 -1.25 -0.04
H 0.94249 1.99300 -5.84659 0.46 0.22 0.20
H 1.69822 3.56970 -5.22233 -0.07 -0.18 -0.38
H -0.06526 3.41632 -5.57335 0.16 0.18 0.34
C 5.47213 2.48745 -1.39848 1.23 -0.28 -0.16
N 4.55380 1.60899 -0.66403 -1.30 0.38 -1.72
O 4.78593 1.32164 0.45880 0.65 -0.48 1.98
O 3.55224 1.27084 -1.27442 -0.30 -0.13 -0.15
H 5.02627 3.47984 -1.46547 0.14 -0.17 0.06
H 5.65011 2.04642 -2.37925 -0.36 0.18 0.01
H 6.41435 2.43949 -0.85255 -0.15 0.52 0.01
C 1.51062 -3.69289 3.14073 0.60 1.49 -0.39
N 0.85543 -4.35585 1.98812 -1.97 0.70 -1.39
O 0.88624 -3.76943 0.87850 0.34 -1.74 2.37
O 0.11368 -5.30951 2.24997 1.02 0.81 -0.50
H 0.80124 -3.59621 3.96263 0.24 -0.73 -0.01
H 1.69442 -2.67637 2.79289 0.12 -0.04 -0.10
H 2.49082 -4.10428 3.38171 -0.42 -0.46 0.11
C 1.17081 -0.17310 5.11811 -0.75 -1.27 -0.42
N 2.09304 -0.73672 6.16254 1.62 0.28 -1.74
O 3.07244 -1.40500 5.78627 -1.68 0.84 0.67
O 1.79532 -0.45072 7.28375 0.15 -0.22 0.97
H 1.41865 -0.55715 4.12858 0.37 0.28 0.18
H 1.01913 0.90621 5.13250 0.57 -0.17 0.40
H 0.24303 -0.65909 5.41998 -0.30 0.27 -0.13

Entry 2:
48
Properties=species:S:1:pos:R:3:forces:R:3 method="wB97M-V/def2-TZVPD" orbital_gap_ev=7.0525 total_charge=0 lumo_ev=-0.02 e_tot_ha=-1336.54400
Y 0.46954 -0.26975 0.87303 0.70 0.79 2.31
O 2.71642 -0.63682 1.21037 -1.75 0.17 -0.36
C 3.28777 0.13996 2.21878 0.32 0.61 0.12
C 2.30556 0.77373 3.24677 -1.21 -0.83 0.73
O 0.96806 0.84110 2.84073 0.03 -0.51 -2.15
H 3.86398 0.97090 1.76854 0.11 -0.10 -0.04
H 3.99274 -0.44999 2.82501 0.20 0.00 -0.21
H 2.64216 1.76631 3.59128 0.31 -0.10 -0.20
H 2.29493 0.12938 4.15525 0.42 0.12 -0.03
C -2.62716 -0.15759 -0.49710 0.24 -0.32 -1.86
O -2.03445 0.85672 -1.38310 -0.22 0.03 0.57
O -1.83335 -0.33990 0.50439 1.68 -0.25 1.44
C -4.04434 0.19906 -0.04604 -0.22 0.28 -0.04
F -4.08136 1.31110 0.70944 -0.06 -0.31 -0.21
F -4.87711 0.39501 -1.10242 -0.02 -0.13 0.38
F -4.55602 -0.82108 0.66942 0.04 0.30 -0.09
C -2.69144 1.27521 -2.55992 -0.13 0.44 -0.17
C -1.77346 2.26207 -3.25528 0.28 0.20 0.01
H -1.75951 3.20817 -2.70869 0.03 -0.05 0.02
H -0.73876 1.90713 -3.29846 -0.11 -0.13 -0.03
H -2.09902 2.48456 -4.27143 -0.09 -0.08 0.00
H -3.60978 1.81228 -2.31267 -0.09 -0.18 -0.11
H -2.95205 0.43945 -3.22260 0.07 -0.11 0.15
H -2.71122 -1.06218 -1.14908 -0.46 0.11 -0.01
C -0.83454 -3.02689 2.56070 -0.12 0.43 0.22
O 0.08748 -1.91939 2.59213 -0.60 -0.85 0.08
H -1.67867 -2.74963 1.93314 0.19 0.04 -0.25
H -0.32790 -3.92196 2.20045 -0.15 -0.09 -0.05
H -1.25990 -3.19181 3.55314 0.23 -0.09 0.04
H 0.79261 -2.17516 3.19461 0.23 0.53 -0.03
C 1.44648 -3.22470 -0.54593 0.25 0.07 -0.06
O 0.29848 -2.43864 -0.19334 0.06 -0.43 -0.44
H 1.38840 -3.56384 -1.58195 -0.14 -0.07 0.05
H 2.32866 -2.59502 -0.45468 -0.05 0.07 0.25
H 1.52373 -4.07205 0.13477 0.12 -0.06 -0.07
H -0.48130 -2.92655 -0.47157 -0.21 0.23 0.18
C 2.34176 0.43742 -1.97432 -0.26 -0.03 -0.63
O 1.10823 -0.12912 -1.48023 0.69 0.28 -0.29
H 2.14583 1.27613 -2.65105 -0.15 0.06 0.25
H 2.93259 0.77317 -1.13223 0.06 -0.22 0.15
H 2.87822 -0.30483 -2.56925 0.13 -0.09 0.29
H 0.50771 -0.23026 -2.22449 -0.25 0.03 0.19
C 1.12875 2.95807 0.01624 -0.35 0.29 -0.04
O 0.12240 1.97365 0.25663 0.11 0.56 -0.28
H 0.98337 3.82147 0.66625 0.16 -0.15 0.21
H 2.09096 2.49440 0.20557 0.07 0.06 0.10
H 1.07417 3.32781 -1.01356 0.08 -0.24 -0.02
H -0.74967 2.37285 0.17276 -0.14 -0.32 -0.09

Entry 3:
49
Properties=species:S:1:pos:R:3:forces:R:3 method="wB97M-V/def2-TZVPD" orbital_gap_ev=0.9570 total_charge=+3 lumo_ev=-15.32 e_tot_ha=-2020.71681
In -2.73738 0.71989 0.17264 -0.06 0.02 0.00
C -8.55652 -1.58077 -5.42742 -1.38 0.89 -0.41
O -8.03258 -2.81341 -5.85497 2.90 -0.92 -0.22
P -6.38402 -2.89960 -5.95416 -0.90 0.06 -1.75
O -5.68240 -2.30230 -4.79782 -0.40 -0.38 -1.49
O -6.11325 -2.20711 -7.46098 0.08 0.12 2.26
C -6.70714 -2.70567 -8.66385 -1.12 -1.60 0.71
O -6.09454 -4.45586 -6.27394 -1.71 1.74 0.76
C -4.80027 -4.93447 -6.45054 1.68 -0.83 -0.57
H -9.06701 -1.72450 -4.47513 0.48 0.08 0.46
H -9.40519 -1.34601 -6.06988 -0.15 -0.20 -0.41
H -7.89771 -0.71656 -5.51223 0.34 -0.35 0.49
H -7.15512 -1.97076 -9.33268 0.76 0.51 0.29
H -7.52059 -3.36297 -8.35667 -0.21 -0.11 -0.19
H -6.00412 -3.38376 -9.14762 0.37 0.38 -0.35
H -4.49553 -5.64545 -5.68260 -0.27 0.27 0.65
H -4.04140 -4.16199 -6.57512 -0.16 0.10 0.15
H -4.76850 -5.59610 -7.31617 -0.36 0.18 -0.47
C 5.27676 3.55254 -0.16429 -2.36 0.40 -1.21
O 5.84602 2.74603 0.84858 -0.31 -3.04 0.79
P 5.17447 1.25955 1.16230 2.16 0.83 0.12
O 3.70598 1.22179 0.97129 0.54 -0.29 0.06
O 5.62440 0.94047 2.68807 -0.14 0.69 -2.02
C 7.01540 1.09610 3.03181 1.26 -0.19 0.73
O 6.01261 0.14435 0.24402 -1.88 1.79 0.92
C 5.75021 -1.27647 0.30059 0.44 0.06 0.65
H 4.49347 3.01280 -0.69646 0.34 -0.54 -0.37
H 5.92759 3.98924 -0.92179 0.65 -0.32 0.62
H 4.62444 4.31976 0.25280 0.72 0.43 0.61
H 7.16387 1.64058 3.96433 -0.75 0.07 0.12
H 7.66411 1.61937 2.32934 -0.58 -0.06 -0.53
H 7.43686 0.10870 3.22026 -0.16 -0.15 -0.14
H 6.74636 -1.66957 0.50369 0.00 -0.44 -0.21
H 5.36848 -1.66039 -0.64545 0.19 0.36 -0.20
H 5.08131 -1.58951 1.10227 -0.04 0.40 0.07
O -0.02271 2.65580 5.33485 0.26 0.04 1.18
C 0.65765 3.22085 6.16714 1.07 -1.13 0.39
O 1.07985 2.67002 7.36109 -1.20 -0.08 -1.23
C 0.70148 1.32932 7.73349 1.03 -0.30 0.09
C 1.78797 0.29831 7.33390 -0.74 0.04 -0.44
C 1.33929 4.51111 5.88581 -0.31 0.80 -0.71
H -0.30889 1.03690 7.44758 0.15 0.29 -0.39
H 0.70649 1.39646 8.82141 0.12 0.07 0.35
H 2.82728 0.60840 7.44244 -0.24 0.16 0.62
H 1.70079 0.05836 6.27422 -0.31 0.15 -0.38
H 1.56326 -0.63896 7.84294 0.29 0.12 0.24
H 2.40451 4.38249 5.69380 -0.04 -0.40 0.06
H 1.25830 5.25354 6.67975 -0.29 -0.21 0.15
H 0.85556 4.84923 4.96943 0.25 0.46 0.14